Record 1
{"formula": "C30H28BrF7HgN5O9S2", "method": "the ωB97M-V functional and the def2-TZVPD basis", "gap_ev": [3.3, 6.5], "charge": -2, "spin_multiplicity": 2, "total_energy_ev": -172353.1550, "species": ["Hg", "F", "C", "F", "F", "S", "O", "O", "N", "S", "O", "O", "C", "F", "F", "F", "C", "C", "C", "C", "C", "C", "C", "F", "C", "C", "C", "O", "C", "C", "N", "C", "C", "O", "O", "H", "H", "H", "H", "H", "H", "H", "H", "H", "H", "H", "C", "C", "N", "C", "N", "C", "C", "C", "N", "C", "H", "H", "H", "H", "H", "H", "H", "H", "H", "H", "H", "H", "H", "Br", "C", "C", "C", "C", "C", "C", "C", "O", "O", "H", "H", "H", "H"], "xyz": [[7.742, 13.534, 12.804], [7.313, 8.066, 13.622], [7.646, 8.360, 12.362], [6.554, 8.465, 11.613], [8.388, 7.357, 11.883], [8.653, 9.968, 12.252], [7.816, 11.047, 12.771], [8.992, 10.066, 10.844], [9.836, 9.325, 13.111], [10.586, 9.837, 14.387], [9.868, 10.828, 15.175], [11.999, 9.955, 14.263], [10.379, 8.253, 15.597], [9.052, 8.006, 15.723], [10.889, 8.491, 16.814], [10.924, 7.122, 15.100], [4.956, 19.676, 13.169], [5.009, 19.216, 14.609], [6.269, 19.746, 15.370], [6.059, 19.533, 16.886], [5.639, 18.088, 17.133], [5.587, 17.547, 18.395], [5.210, 16.204, 18.557], [5.041, 15.731, 19.827], [4.991, 15.370, 17.470], [5.155, 15.885, 16.180], [5.158, 14.992, 15.000], [5.415, 13.778, 15.153], [4.852, 15.636, 13.693], [4.513, 16.981, 13.750], [4.930, 17.770, 14.776], [5.266, 17.279, 16.013], [5.069, 14.890, 12.361], [4.686, 15.584, 11.406], [5.593, 13.706, 12.356], [4.823, 20.741, 13.081], [4.087, 19.219, 12.696], [5.902, 19.483, 12.621], [4.151, 19.675, 15.158], [6.296, 20.781, 15.102], [7.170, 19.178, 15.022], [5.336, 20.295, 17.315], [6.978, 19.710, 17.430], [5.721, 18.184, 19.266], [4.588, 14.338, 17.511], [4.004, 17.502, 12.956], [8.403, 12.184, 18.144], [7.664, 11.666, 16.923], [7.757, 12.787, 15.979], [8.910, 13.409, 15.700], [9.001, 14.101, 14.551], [10.234, 14.776, 14.168], [10.986, 15.256, 15.422], [11.143, 14.119, 16.391], [9.877, 13.534, 16.673], [9.847, 12.567, 17.792], [8.510, 11.419, 18.953], [7.946, 13.132, 18.513], [6.618, 11.343, 17.075], [8.137, 10.764, 16.544], [6.877, 13.111, 15.597], [9.979, 15.623, 13.530], [10.886, 14.139, 13.520], [10.402, 16.089, 15.890], [11.967, 15.557, 15.075], [11.548, 14.526, 17.382], [11.790, 13.303, 15.970], [10.373, 13.059, 18.614], [10.375, 11.651, 17.475], [5.506, 11.613, 6.901], [6.936, 12.259, 7.904], [6.578, 13.135, 8.953], [7.566, 13.796, 9.665], [8.899, 13.534, 9.418], [9.286, 12.578, 8.474], [8.303, 11.938, 7.696], [9.989, 14.072, 10.340], [11.150, 14.177, 10.002], [9.546, 14.273, 11.529], [5.539, 13.317, 9.255], [7.331, 14.530, 10.432], [10.339, 12.227, 8.493], [8.702, 11.199, 6.968]], "atomic_forces_ev_per_a": [[-0.420, 0.567, 0.598], [-0.157, 0.143, -0.334], [0.384, 0.890, -0.142], [-0.255, -0.079, 0.104], [-0.119, -0.018, 0.006], [-0.541, -1.071, -1.139], [0.972, -1.069, 0.320], [-0.007, -0.061, 1.428], [0.310, 1.125, 0.000], [-1.423, -1.037, 2.403], [0.716, -0.385, -0.963], [0.446, 0.068, -0.417], [-0.712, 0.696, -1.600], [0.682, 0.196, 0.294], [-0.082, -0.059, -0.459], [0.104, 0.567, 0.315], [0.427, -0.284, -0.379], [0.168, 0.566, 1.176], [-0.728, -1.332, 0.036], [-0.683, 0.113, -0.067], [-0.616, 0.801, -2.751], [-0.336, -1.643, 1.719], [0.211, 1.049, -0.475], [-0.043, -0.080, 0.050], [-0.133, -0.915, 0.377], [-0.477, -0.028, -0.850], [-0.226, 2.118, -1.025], [0.091, -1.370, 0.194], [0.762, -1.228, 2.117], [0.337, -1.226, -1.370], [0.399, 1.370, 0.448], [0.219, -0.223, 1.140], [-1.482, 2.244, 0.788], [0.601, -1.474, -0.488], [0.578, 0.303, -0.618], [-0.155, 0.600, 0.403], [0.361, 0.214, -0.387], [-0.657, -0.436, 0.206], [0.207, -0.193, -0.302], [0.579, 0.787, -0.025], [-0.657, 0.620, 0.183], [0.452, -0.771, -0.556], [0.453, 0.116, 0.074], [0.158, -0.194, -0.031], [0.699, 0.667, 0.388], [0.422, -0.469, -0.219], [0.490, 0.082, 1.459], [0.336, 0.719, 0.128], [0.414, -1.730, 0.430], [0.114, 1.891, -0.888], [-0.283, -1.251, 0.131], [0.497, -0.032, 0.505], [-0.687, 0.226, -0.703], [1.005, -0.159, 0.621], [-1.552, -1.298, 0.533], [-0.282, -0.047, -1.229], [-0.435, 0.609, -0.400], [-0.154, -0.910, -0.023], [0.333, 0.876, 0.125], [0.295, 0.076, -0.203], [-0.670, 0.600, -0.726], [0.006, -0.023, 0.096], [-0.513, 0.266, 0.631], [0.673, -0.535, -0.293], [0.241, 0.531, 0.213], [-0.243, -0.780, -1.242], [0.088, 0.808, 0.406], [-0.140, -0.241, 0.150], [0.161, 0.288, 0.231], [-0.307, -0.639, -0.642], [1.437, 0.821, 1.416], [-0.096, -0.031, -0.306], [0.041, 0.006, -0.230], [1.299, -0.535, -0.336], [-0.582, -0.391, 0.316], [0.191, 0.016, -0.209], [-1.465, -0.617, 0.802], [0.735, 0.207, -0.677], [-0.038, 0.296, 0.412], [0.391, -0.107, -0.449], [-0.325, -0.167, -0.261], [-0.851, 0.505, -0.408], [-0.954, 0.494, 0.447]], "lowdin_charge": [1.2907, 0.1253, -0.6677, 0.1373, 0.1217, 0.6499, -0.3544, -0.2798, -0.3127, 0.6107, -0.3131, -0.2880, -0.5893, 0.0865, 0.1129, 0.1005, -0.0637, -0.3281, -0.1407, -0.1681, -0.1893, -0.0348, -0.2929, -0.0009, 0.0129, -0.0847, -0.3483, -0.0979, -0.0378, -0.0506, -0.0229, -0.1054, -0.6103, -0.0114, -0.1609, 0.0644, 0.0639, 0.1044, 0.1514, 0.0896, 0.1399, 0.1173, 0.0924, 0.1041, 0.1238, 0.0912, -0.1601, -0.1573, 0.0798, -0.3620, -0.0326, -0.2521, -0.1710, -0.1965, -0.0576, -0.1535, 0.1160, 0.1256, 0.1319, 0.0841, 0.0603, 0.0981, 0.1193, 0.1292, 0.1036, 0.1377, 0.1418, 0.1124, 0.1115, 0.7035, -0.7179, -0.1203, -0.0641, -0.1501, -0.0358, -0.1130, -0.6372, 0.0296, -0.1678, 0.1051, 0.0891, 0.1279, 0.1051]}

=====

Record 2
{"formula": "C4H10NS", "method": "the ωB97M-V functional and the def2-TZVPD basis", "gap_ev": 8.0, "charge": 1, "de_lowest_kcal_mol": 98.4, "spin_multiplicity": 1, "total_energy_ev": -16624.6980, "species": ["C", "C", "C", "C", "N", "S", "H", "H", "H", "H", "H", "H", "H", "H", "H", "H"], "xyz": [[-1.753, -0.561, -1.410], [-0.198, -0.003, 1.115], [-1.092, -0.705, -0.142], [-1.186, -2.094, 0.481], [0.552, 1.046, 1.035], [2.562, 2.823, -0.585], [-1.593, -1.428, -2.025], [-2.299, 0.310, -1.812], [-0.079, -0.823, 1.734], [-1.319, -2.172, 1.506], [-0.223, -2.761, 0.156], [-2.038, -2.584, -0.006], [3.870, 2.944, -0.223], [1.387, 1.213, 1.587], [0.494, 1.900, 0.473], [2.915, 2.896, -1.884]], "atomic_forces_ev_per_a": [[2.258, 1.578, 3.843], [-1.951, 1.829, -5.940], [-0.799, 0.554, 0.629], [2.062, -2.682, -4.828], [0.093, 0.160, 0.801], [1.104, 0.319, -0.335], [-0.859, -0.540, -0.032], [1.030, -0.280, 0.208], [1.018, -0.648, 1.953], [-0.222, 0.232, 1.927], [-2.093, 1.406, 1.032], [0.336, -0.155, 0.439], [-0.629, -0.062, 0.082], [-0.096, -0.745, 0.761], [-0.935, -0.878, -0.706], [-0.316, -0.088, 0.164]], "lowdin_charge": [0.1312, 0.0715, -0.1647, -0.1231, 0.1696, 0.5327, 0.0755, 0.0838, 0.0868, 0.0497, 0.1559, 0.0842, -0.1665, 0.1262, 0.0650, -0.1778]}